[1]
{
  "formula": "C8H16Br8",
  "method": "the ωB97M-V functional and the def2-TZVPD basis",
  "homo_ev": -10.1550,
  "de_lowest_kj_mol": 30.5,
  "total_charge": 0,
  "fmax_ha_per_bohr": 0.0164,
  "multiplicity": 1,
  "smiles": "BrCCBr.BrCCBr.BrCCBr.BrCCBr",
  "lumo_energy_ha": 0.00912,
  "species": ["H", "Br", "C", "C", "C", "Br", "H", "H", "Br", "C", "H", "Br", "Br", "H", "H", "C", "C", "H", "H", "H", "Br", "H", "H", "H", "C", "C", "H", "Br", "H", "H", "H", "Br"],
  "positions_angstrom": [[0.43880, 2.91765, 4.11894], [0.82261, 3.56668, 6.48207], [-0.50647, -1.61754, -0.51513], [2.42381, 2.17765, -0.07687], [-2.75413, -2.45924, -4.30076], [0.27613, -0.05575, 3.72239], [0.73425, 0.60253, 6.11522], [-2.23263, -3.70405, -6.02335], [-3.49302, -0.83551, -5.01091], [0.91991, 2.38962, 4.93389], [-2.03229, -0.55134, 0.58992], [5.12729, 1.67550, 0.73198], [-1.10170, 1.13800, -0.97555], [3.96509, 1.69601, -1.48031], [2.20125, 1.21794, 0.38350], [0.23689, 1.08201, 5.27998], [-2.91123, -3.68276, -5.17652], [1.97231, 2.24220, 4.71589], [-0.81000, 1.26230, 5.49657], [0.53229, -1.52505, -0.81507], [2.03189, 3.46376, 1.31779], [4.09072, 3.32493, -0.76361], [-1.70227, -2.28762, -4.08048], [-0.39212, -0.09247, 1.03233], [-1.02568, -0.40817, 0.21118], [3.83714, 2.28552, -0.57659], [-2.70544, -4.55462, -4.55746], [-4.69712, -3.95429, -5.85456], [-3.23834, -2.64988, -3.34423], [-1.11412, -1.84571, -1.38557], [1.71819, 2.31542, -0.89288], [-0.61205, -3.13372, 0.69822]],
  "forces_ev_per_a": [[0.0, -0.1, -0.1], [0.0, 0.0, 0.0], [-0.1, 0.0, 0.0], [-0.2, -0.4, 0.1], [-0.1, -0.4, 0.5], [0.1, -0.3, -0.1], [0.0, -0.2, -0.1], [-0.1, 0.2, -0.1], [0.1, 0.2, -0.1], [0.1, -0.1, 0.2], [0.0, -0.1, -0.1], [0.1, -0.1, 0.0], [0.0, -0.1, -0.1], [0.1, -0.1, 0.0], [0.2, -0.1, -0.1], [-0.1, 0.8, -0.1], [0.3, -0.2, 0.1], [0.0, 0.1, -0.1], [0.0, -0.1, 0.1], [0.0, 0.1, 0.0], [-0.1, 0.2, -0.1], [0.0, 0.0, -0.2], [0.1, 0.1, -0.2], [0.1, -0.1, 0.0], [0.0, 0.3, 0.1], [0.0, 0.3, 0.2], [0.1, 0.0, 0.0], [-0.1, 0.0, 0.0], [-0.2, 0.2, -0.1], [0.0, -0.1, 0.0], [0.0, 0.3, 0.1], [0.0, -0.1, 0.0]],
  "mulliken_charge": [0.30, -0.16, -0.25, -0.47, -0.54, -0.13, 0.37, 0.37, -0.10, -0.60, 0.44, -0.14, -0.16, 0.39, 0.28, -0.51, -0.58, 0.39, 0.38, 0.37, -0.11, 0.38, 0.31, -0.08, -0.29, -0.58, 0.35, -0.12, 0.31, 0.09, 0.26, -0.14]
}

[2]
{
  "formula": "C8H16Br8",
  "method": "the ωB97M-V functional and the def2-TZVPD basis",
  "homo_ev": -10.1917,
  "de_lowest_kj_mol": 105.3,
  "total_charge": 0,
  "fmax_ha_per_bohr": 0.0311,
  "multiplicity": 1,
  "smiles": "BrCCBr.BrCCBr.BrCCBr.BrCCBr",
  "lumo_energy_ha": 0.00960,
  "species": ["H", "C", "H", "C", "H", "Br", "H", "C", "Br", "Br", "H", "H", "Br", "C", "Br", "H", "H", "Br", "H", "Br", "C", "H", "H", "H", "H", "H", "C", "C", "H", "H", "Br", "C"],
  "positions_angstrom": [[5.40143, 18.47062, 14.85085], [-0.11890, 3.43370, 13.75778], [-0.18667, 4.31246, 13.11645], [7.38490, 19.00807, 15.72380], [0.36748, 1.29829, 13.18095], [-0.54964, 2.37310, 11.13164], [1.23947, 11.40564, 14.12280], [5.85322, 19.25002, 15.46446], [4.70502, 19.40437, 17.07963], [7.75610, 17.44222, 16.91280], [7.84502, 19.93317, 16.07105], [7.80400, 18.77067, 14.74599], [1.92443, 9.04606, 14.50235], [11.11709, 10.52405, 12.87992], [-1.82396, 2.87919, 14.68404], [5.80381, 20.17701, 14.89319], [4.26469, 11.02204, 15.00249], [12.51063, 9.15188, 12.68190], [2.70018, 10.97527, 13.10371], [9.06361, 11.75295, 14.19758], [0.42183, 2.33209, 12.83976], [0.61917, 3.54452, 14.55217], [11.58209, 11.48263, 12.64967], [11.36488, 11.06513, 14.89946], [10.25752, 9.58775, 14.60175], [1.48454, 2.49723, 12.66238], [10.60333, 10.57437, 14.29340], [3.30384, 11.53148, 15.07549], [2.95154, 11.55562, 16.10670], [10.31792, 10.28670, 12.17771], [3.76263, 13.37653, 14.52704], [2.23947, 10.97306, 14.09155]],
  "forces_ev_per_a": [[0.2, -0.1, 0.3], [0.3, -1.5, 0.0], [-0.6, 0.2, 0.7], [-1.6, -0.3, -0.1], [-0.4, 0.3, 0.3], [0.4, -0.1, 0.3], [0.5, 0.3, 0.1], [0.9, -0.3, 0.4], [0.7, 0.1, -0.8], [-0.2, 1.1, -0.7], [0.1, -0.4, 0.5], [0.1, -0.2, 0.2], [0.2, 0.6, 0.0], [0.2, 0.0, -0.3], [1.1, 0.6, -0.8], [-0.3, 0.1, 0.3], [-0.4, -0.2, 0.0], [-0.2, 0.2, 0.1], [-0.5, 0.1, 0.0], [-0.2, 0.1, 0.3], [-0.3, -0.1, -0.1], [-0.3, 0.3, 0.1], [-0.1, -0.2, -0.3], [-0.4, -0.5, 0.4], [0.2, 0.3, 0.4], [-0.1, 0.4, -0.4], [0.2, 0.0, -0.7], [-0.7, 0.1, -0.5], [0.1, 0.1, -0.2], [0.3, 0.0, 0.0], [-0.3, -0.4, 0.2], [1.2, -0.6, 0.5]],
  "mulliken_charge": [0.35, -0.59, 0.41, -0.57, 0.39, -0.13, 0.37, -0.61, -0.13, -0.13, 0.37, 0.36, -0.17, -0.68, -0.14, 0.37, 0.36, -0.17, 0.35, -0.15, -0.61, 0.34, 0.37, 0.34, 0.38, 0.33, -0.49, -0.57, 0.38, 0.39, -0.16, -0.56]
}

[3]
{
  "formula": "C8H16Br8",
  "method": "the ωB97M-V functional and the def2-TZVPD basis",
  "homo_ev": -8.5257,
  "de_lowest_kj_mol": 1463.8,
  "total_charge": 0,
  "fmax_ha_per_bohr": 0.3736,
  "multiplicity": 1,
  "lumo_energy_ha": 0.00345,
  "species": ["H", "Br", "Br", "H", "H", "H", "H", "C", "H", "C", "H", "Br", "Br", "H", "Br", "C", "Br", "C", "H", "C", "H", "H", "H", "C", "Br", "H", "H", "C", "C", "Br", "H", "H"],
  "positions_angstrom": [[-4.68563, 2.78614, 3.03344], [4.00361, -2.84761, -0.08029], [-3.98959, 3.32299, 0.72582], [5.64249, -0.07145, 0.12187], [3.22863, -0.59592, 1.07789], [1.47108, 0.84422, -1.75539], [2.75898, -0.80868, -0.52995], [0.43490, -0.60828, -3.07915], [1.71961, -0.85666, -1.38258], [3.64117, -0.87102, 0.10720], [-0.51031, 0.87980, 0.77839], [3.29218, -0.33251, -3.24982], [-2.94172, -0.48031, 0.92844], [0.46337, -1.67529, -3.29998], [4.14923, 1.87095, -0.63439], [1.64532, -0.13670, -2.19759], [-4.91750, -0.42762, 3.39925], [-4.34169, 0.84852, 2.04193], [0.31490, 0.01705, -3.96383], [4.73187, -0.03481, -0.47607], [-1.08463, -1.47236, -0.54225], [5.05381, -0.52937, -1.39251], [-4.49364, 0.36578, 1.07654], [-4.94398, 2.26784, 2.11000], [1.71238, -0.51997, 0.37687], [-6.01635, 2.26504, 1.91483], [-0.02488, -0.26190, 2.06836], [-1.10946, -1.20097, 0.51313], [-0.09375, -0.10456, 0.99198], [-1.01495, -0.43015, -1.80272], [-3.25399, 0.91123, 2.07480], [-0.84145, -2.11342, 1.04575]],
  "forces_ev_per_a": [[-0.2, -0.3, 0.0], [0.2, 1.0, 0.3], [-0.5, -0.3, 0.3], [-0.3, 0.5, 0.4], [3.8, -0.8, 0.9], [0.5, 0.1, -0.6], [5.9, -1.4, -3.9], [1.1, 1.1, 0.5], [-0.5, 0.1, -3.1], [7.1, -2.0, -1.2], [0.6, 0.1, -0.2], [-0.6, 0.3, -0.7], [6.9, -5.9, -4.1], [0.2, 0.3, -0.2], [0.6, -1.1, 0.0], [-0.9, -1.5, -3.2], [-0.3, 0.6, 0.1], [-2.1, 3.4, 2.1], [-0.1, -0.2, 0.1], [1.2, -0.4, 0.4], [-0.2, -1.7, 3.5], [-0.4, 0.9, -0.4], [-2.4, 1.2, 0.4], [0.3, -0.8, 0.0], [-16.2, 3.8, 9.7], [0.2, 0.3, -0.1], [-0.1, 0.4, 0.1], [0.2, -1.0, 3.0], [-2.3, -1.5, 0.1], [0.0, 3.3, -6.6], [-1.3, 1.5, 1.8], [-0.6, -0.1, 0.6]],
  "mulliken_charge": [0.37, -0.13, -0.17, 0.46, 0.27, 0.68, -0.90, -0.36, 0.61, 0.49, 0.55, -0.13, -0.02, 0.35, -0.15, -1.14, -0.14, -0.32, 0.38, -0.84, 0.34, 0.44, 0.16, -0.53, 0.36, 0.40, 0.40, -0.79, -1.26, -0.10, 0.16, 0.54]
}

Per-record DFT total energy, Ha: -20906.53781, -20906.50929, -20905.99189